a | The following is a quantum chemistry calculation of one molecule with the formula C2H4BrI, from the OMol25 dataset.

Summary:
structure (SMILES) = C[C@H](Br)I
LUMO level = -0.013 eV
charge = 0

CARTESIAN COORDINATES (ANGSTROEM)
C 0.43177 -0.90372 0.36417
C -0.54057 0.59424 -0.26036
Br -0.33597 0.61150 -2.14720
I 0.16006 2.37389 0.83794
H 1.39216 -0.71710 -0.19118
H 0.52532 -0.79495 1.41226
H -0.02669 -1.85837 -0.07912
H -1.60609 0.69452 0.06349


b | The following is a quantum chemistry calculation of C2H4BrI as an isolated structure, from the OMol25 dataset.

Summary:
LUMO level = 0.167 eV
charge = 0

CARTESIAN COORDINATES (ANGSTROEM)
C 0.76544 -0.35674 -0.52810
C -0.51267 0.25974 0.59411
Br -1.93833 -1.04819 0.50376
I -1.15229 2.19151 -0.05948
H 0.34617 -0.38825 -1.51991
H 1.57173 0.36266 -0.44717
H 1.05581 -1.32487 -0.14838
H -0.13585 0.30415 1.60517


Which of them is the most stable, and which is the least stable? b and a, in that order.


a | The following is a quantum chemistry calculation of a 2-piece molecular cluster, CH3ClOS overall, from the OMol25 dataset.

Summary:
structure (SMILES) = O=CS.Cl
LUMO level = 0.555 eV
charge = 0

CARTESIAN COORDINATES (ANGSTROEM)
O 1.03857 -0.10292 -1.58325
C 1.30421 -0.14933 -0.41407
S 0.22393 -0.76488 0.85367
H 2.26613 0.19276 0.00940
H -0.77462 -1.06594 0.00363
Cl -1.98940 0.93191 1.20681
H -2.06882 0.95841 -0.07619


b | The following is a quantum chemistry calculation of one molecule with the formula CH3ClOS, from the OMol25 dataset.

Summary:
structure (SMILES) = COSCl
LUMO level = -0.427 eV
charge = 0

CARTESIAN COORDINATES (ANGSTROEM)
C -0.17197 -0.15282 -0.22879
O -1.35470 -0.68277 -0.76569
S -1.04377 -2.37797 -1.64563
Cl -0.01525 -1.67229 -3.17890
H -0.48558 0.98105 -0.12979
H 0.44068 -0.06548 -1.05426
H 0.35237 -0.54056 0.63051


Which of them is the most stable, and which is the least stable? a and b, in that order.